This record from OMol25 describes a cluster of 18 separate species, C48H82N26O8 in total. The level of theory is ωB97M-V/def2-TZVPD.

Positions of all 164 atoms, in Å:
N1 -2.837 0.529 5.035
C1 -3.694 -0.555 4.998
C2 -4.203 -0.660 3.711
C3 -3.495 0.294 2.915
C4 -2.805 1.085 3.795
H1 -2.247 0.775 5.817
H2 -3.844 -1.230 5.827
H3 -4.861 -1.410 3.300
H4 -3.744 0.364 1.867
H5 -2.128 1.897 3.573
N2 -1.543 -2.694 -2.952
C5 -2.518 -1.751 -2.695
C6 -3.240 -1.572 -3.922
C7 -2.692 -2.262 -4.921
C8 -1.583 -2.918 -4.328
H6 -0.973 -3.195 -2.286
H7 -2.456 -1.454 -1.658
H8 -4.049 -0.860 -3.993
H9 -3.045 -2.405 -5.932
H10 -1.111 -3.775 -4.787
N3 4.505 -1.516 4.093
C9 4.813 -0.425 4.888
C10 3.584 0.173 5.215
C11 2.568 -0.544 4.618
C12 3.170 -1.567 3.831
H11 5.142 -2.193 3.698
H12 5.832 -0.161 5.130
H13 3.586 1.040 5.860
H14 1.525 -0.396 4.859
H15 2.822 -2.376 3.205
N4 -0.790 -4.707 -0.908
C13 0.418 -4.959 -1.489
C14 1.282 -3.882 -1.268
C15 0.590 -2.955 -0.551
C16 -0.664 -3.499 -0.333
H16 -1.536 -5.374 -0.773
H17 0.624 -5.861 -2.047
H18 2.305 -3.899 -1.612
H19 1.019 -2.020 -0.222
H20 -1.487 -3.098 0.241
N5 0.262 -3.235 4.818
C17 -0.037 -4.484 4.409
C18 -1.133 -4.502 3.640
C19 -1.494 -3.204 3.421
C20 -0.670 -2.449 4.273
H21 0.970 -2.960 5.484
H22 0.562 -5.260 4.862
H23 -1.796 -5.275 3.280
H24 -2.235 -2.851 2.719
H25 -0.606 -1.421 4.600
N6 -1.419 2.811 6.550
C21 -0.355 2.029 6.087
C22 -0.145 1.002 6.961
C23 -1.060 1.141 7.974
C24 -1.847 2.212 7.708
H26 -1.719 3.703 6.184
H27 0.122 2.270 5.148
H28 0.587 0.209 6.973
H29 -1.229 0.587 8.885
H30 -2.711 2.657 8.180
N7 -0.701 3.540 1.470
C25 -2.018 3.994 1.644
C26 -1.857 4.969 2.657
C27 -0.544 5.152 2.980
C28 0.196 4.321 2.194
H31 -0.553 2.784 0.817
H32 -2.879 3.540 1.177
H33 -2.650 5.406 3.244
H34 -0.139 5.912 3.632
H35 1.234 4.067 2.040
N8 -0.150 -0.131 1.437
C29 1.084 0.406 1.357
C30 1.097 1.242 0.257
C31 -0.163 1.137 -0.411
C32 -0.924 0.338 0.363
H36 -0.477 -0.835 2.083
H37 1.826 0.061 2.062
H38 1.954 1.762 -0.146
H39 -0.403 1.609 -1.353
H40 -1.985 0.155 0.283
N9 4.543 4.321 -0.930
C33 4.912 3.044 -0.485
C34 4.616 2.974 0.842
C35 4.098 4.264 1.220
C36 3.998 5.054 0.098
H41 4.506 4.633 -1.890
H42 5.139 2.285 -1.220
H43 4.849 2.084 1.407
H44 3.769 4.388 2.241
H45 3.719 6.077 -0.107
N10 6.121 -0.599 -2.390
C37 7.260 -0.753 -1.573
C38 6.957 -0.314 -0.302
C39 5.603 -0.151 -0.244
C40 5.094 -0.269 -1.587
H46 6.122 -0.784 -3.382
H47 8.215 -1.105 -1.935
H48 7.636 -0.284 0.537
H49 5.058 0.004 0.676
H50 4.091 -0.379 -1.972
C41 -0.105 0.463 -4.602
O1 0.559 1.486 -4.600
N11 0.412 -0.776 -4.578
N12 -1.421 0.474 -4.655
H51 -0.199 -1.567 -4.436
H52 1.417 -0.822 -4.486
H53 -1.909 -0.410 -4.617
H54 -1.914 1.354 -4.701
C42 3.517 -2.191 -4.732
O2 3.824 -1.027 -4.777
N13 2.833 -2.695 -3.767
N14 3.980 -3.037 -5.587
H55 2.554 -2.146 -2.966
H56 2.467 -3.623 -3.927
H57 3.862 -4.040 -5.565
H58 4.473 -2.633 -6.371
C43 -4.640 2.907 -5.211
O3 -3.854 1.967 -5.208
N15 -5.257 3.358 -6.261
N16 -4.875 3.652 -4.162
H59 -5.672 4.273 -6.162
H60 -4.757 3.189 -7.122
H61 -4.326 3.332 -3.377
H62 -5.556 4.378 -3.993
C44 3.553 3.365 -4.066
O4 4.047 4.448 -3.882
N17 3.673 2.706 -5.172
N18 2.669 2.847 -3.288
H63 3.280 1.780 -5.257
H64 4.171 3.148 -5.931
H65 2.502 3.330 -2.417
H66 2.037 2.137 -3.631
C45 -4.557 -3.739 0.253
O5 -4.093 -4.311 1.254
N19 -5.006 -4.464 -0.740
N20 -4.946 -2.478 0.161
H67 -4.503 -5.324 -0.907
H68 -5.538 -3.960 -1.435
H69 -4.823 -1.798 0.897
H70 -5.595 -2.297 -0.592
C46 -1.905 4.180 -2.623
O6 -2.365 3.145 -2.236
N21 -1.351 4.483 -3.796
N22 -2.097 5.327 -2.049
H71 -1.361 5.403 -4.213
H72 -1.148 3.620 -4.280
H73 -2.687 5.269 -1.231
H74 -1.609 6.161 -2.343
C47 -5.143 0.871 -0.655
O7 -6.153 0.258 -0.250
N23 -4.444 0.420 -1.649
N24 -4.671 2.010 -0.142
H75 -4.852 -0.345 -2.167
H76 -3.838 1.091 -2.099
H77 -5.047 2.555 0.620
H78 -3.893 2.339 -0.695
C48 2.250 -5.851 1.867
O8 2.693 -6.384 2.819
N25 2.035 -6.414 0.718
N26 1.714 -4.639 1.864
H79 1.707 -5.878 -0.072
H80 2.525 -7.296 0.677
H81 1.399 -4.153 1.037
H82 1.416 -4.311 2.772

The value obtained for the frontier orbital gap is 7.4 eV.

***

This record from OMol25 describes a cluster of 12 separate species, C48H84N12 in total. The level of theory is ωB97M-V/def2-TZVPD.

Positions of all 144 atoms, in Å:
C1 5.154 -7.241 3.721
C2 4.925 -5.832 3.200
C3 4.845 -5.812 1.626
C4 3.791 -6.580 1.030
N1 2.897 -7.172 0.543
H1 5.869 -7.828 3.145
H2 4.265 -7.869 3.666
H3 5.445 -7.279 4.771
H4 5.695 -5.162 3.584
H5 4.040 -5.454 3.711
H6 5.810 -6.116 1.221
H7 4.588 -4.822 1.249
C5 1.835 2.174 -5.855
C6 0.529 2.191 -4.986
C7 0.638 1.425 -3.617
C8 0.919 -0.023 -3.738
N2 1.220 -1.110 -3.863
H8 2.728 2.690 -5.503
H9 1.689 2.524 -6.877
H10 1.990 1.099 -5.765
H11 -0.249 1.720 -5.586
H12 0.333 3.238 -4.753
H13 -0.359 1.382 -3.179
H14 1.380 1.916 -2.988
C9 -2.519 3.568 -7.674
C10 -3.875 4.187 -7.339
C11 -3.894 4.598 -5.841
C12 -3.589 3.483 -4.949
N3 -3.344 2.584 -4.251
H15 -2.314 2.579 -7.266
H16 -1.814 4.318 -7.314
H17 -2.179 3.471 -8.705
H18 -4.652 3.457 -7.562
H19 -4.060 5.101 -7.905
H20 -4.961 4.776 -5.700
H21 -3.416 5.506 -5.473
C13 0.006 -1.723 1.989
C14 -1.279 -1.475 1.176
C15 -1.012 -0.794 -0.172
C16 -0.092 0.352 -0.235
N4 0.630 1.276 -0.405
H22 -0.167 -2.074 3.006
H23 0.527 -0.777 2.139
H24 0.759 -2.327 1.483
H25 -1.767 -0.780 1.859
H26 -1.873 -2.386 1.106
H27 -1.941 -0.489 -0.654
H28 -0.489 -1.498 -0.820
C17 -1.552 -4.617 4.080
C18 -2.220 -5.248 2.821
C19 -3.615 -5.832 2.970
C20 -4.547 -5.290 3.979
N5 -5.326 -4.945 4.788
H29 -1.044 -5.429 4.600
H30 -2.200 -4.233 4.867
H31 -0.878 -3.774 3.929
H32 -1.555 -6.038 2.471
H33 -2.157 -4.447 2.085
H34 -3.646 -6.859 3.334
H35 -4.118 -5.923 2.007
C21 7.969 -2.634 5.102
C22 7.908 -1.368 4.372
C23 6.759 -1.124 3.413
C24 5.521 -1.007 4.243
N6 4.637 -1.050 4.923
H36 7.142 -2.688 5.810
H37 8.897 -2.780 5.655
H38 7.781 -3.460 4.416
H39 8.830 -1.151 3.832
H40 8.090 -0.645 5.167
H41 6.666 -2.053 2.850
H42 6.793 -0.267 2.741
C25 4.771 -0.358 -2.950
C26 4.948 0.917 -2.135
C27 4.113 0.872 -0.794
C28 4.823 -0.012 0.208
N7 5.355 -0.759 0.960
H43 3.696 -0.505 -3.053
H44 5.164 -1.249 -2.462
H45 5.115 -0.265 -3.980
H46 4.655 1.869 -2.578
H47 5.987 0.988 -1.811
H48 3.109 0.595 -1.116
H49 4.033 1.712 -0.104
C29 -5.811 2.966 2.556
C30 -5.838 4.225 3.444
C31 -6.857 5.307 3.197
C32 -8.221 4.766 3.094
N8 -9.231 4.301 2.892
H50 -4.866 2.424 2.524
H51 -6.103 3.340 1.574
H52 -6.609 2.288 2.857
H53 -4.860 4.657 3.231
H54 -5.648 3.948 4.480
H55 -6.757 5.836 2.249
H56 -6.830 6.034 4.008
C33 -2.412 4.634 0.696
C34 -2.503 3.749 -0.583
C35 -3.589 4.305 -1.499
C36 -4.383 5.496 -1.169
N9 -5.067 6.397 -0.905
H57 -1.647 4.116 1.274
H58 -3.403 4.687 1.147
H59 -2.052 5.654 0.562
H60 -2.732 2.711 -0.342
H61 -1.575 3.863 -1.144
H62 -4.254 3.446 -1.588
H63 -3.200 4.591 -2.476
C37 2.211 4.998 0.113
C38 2.350 6.546 0.154
C39 3.164 7.228 -0.870
C40 4.550 6.599 -0.712
N10 5.639 6.158 -0.628
H64 1.315 4.757 0.686
H65 3.109 4.463 0.421
H66 1.950 4.671 -0.894
H67 2.669 6.752 1.176
H68 1.367 6.990 0.000
H69 3.293 8.300 -0.724
H70 2.826 7.069 -1.894
C41 -2.919 0.410 6.004
C42 -3.799 -0.708 5.501
C43 -3.974 -1.941 6.388
C44 -4.703 -1.717 7.671
N11 -5.207 -1.468 8.672
H71 -2.836 1.058 5.131
H72 -1.955 0.215 6.473
H73 -3.502 1.067 6.649
H74 -3.292 -0.924 4.561
H75 -4.796 -0.344 5.253
H76 -3.016 -2.399 6.630
H77 -4.573 -2.708 5.896
C45 -0.427 -6.181 -8.193
C46 -1.104 -5.973 -6.963
C47 -0.334 -4.950 -6.130
C48 -1.127 -4.636 -4.907
N12 -1.787 -4.401 -4.006
H78 -0.972 -6.749 -8.947
H79 0.575 -6.567 -8.005
H80 -0.204 -5.262 -8.735
H81 -0.919 -6.856 -6.351
H82 -2.187 -5.854 -7.004
H83 -0.119 -4.012 -6.642
H84 0.620 -5.306 -5.740

The value obtained for the frontier orbital gap is 11.1 eV. Its SMILES is CCCC#N.CCCC#N.CCCC#N.CCCC#N.CCCC#N.CCCC#N.CCCC#N.CCCC#N.CCCC#N.CCCC#N.CCCC#N.CCCC#N.

***

This record from OMol25 describes a cluster of 4 separate species, C48H85INO4P in total. The level of theory is ωB97M-V/def2-TZVPD.

Positions of all 140 atoms, in Å:
C1 5.107 -7.601 -1.766
C2 5.669 -7.220 -3.124
C3 5.599 -5.606 -3.479
C4 4.995 -5.045 -4.748
C5 4.959 -3.382 -4.925
O1 5.080 -2.780 -6.122
C6 4.716 -2.553 -3.493
C7 3.823 -1.141 -3.425
P1 3.064 -0.372 -5.045
O2 4.222 0.146 -6.040
C8 3.609 -0.420 -1.931
C9 2.706 0.962 -1.744
C10 1.240 0.561 -1.058
C11 0.265 1.870 -1.213
C12 -0.380 1.816 -2.744
C13 -1.943 1.345 -2.564
C14 -2.520 0.976 -4.054
C15 -2.638 -0.689 -4.112
C16 -4.175 -1.018 -3.544
C17 -4.383 -2.600 -3.137
C18 -5.677 -2.624 -2.079
C19 -5.676 -4.018 -1.170
C20 -5.353 -3.632 0.409
C21 -6.786 -3.624 1.265
C22 -7.735 -2.337 0.798
C23 -8.867 -1.939 1.951
C24 4.260 -1.073 -0.535
N1 3.990 -0.318 0.781
C25 3.132 -1.136 1.720
C26 5.277 0.157 1.418
C27 5.641 0.157 3.016
O3 6.244 0.585 0.559
C28 5.145 -2.490 -0.594
I1 5.986 -3.449 1.238
C29 5.356 -3.187 -2.083
C30 6.221 -4.597 -2.299
O4 7.338 -4.910 -1.640
H1 5.101 -6.768 -0.910
H2 4.624 -8.639 -1.525
H3 6.141 -7.986 -3.871
H4 4.551 -5.792 -5.541
H5 2.234 -1.403 -5.683
H6 2.240 0.789 -4.767
H7 2.531 1.549 -2.741
H8 3.243 1.655 -0.944
H9 0.785 -0.430 -1.488
H10 1.459 0.376 0.077
H11 0.881 2.852 -1.042
H12 -0.577 1.847 -0.391
H13 -0.235 2.840 -3.292
H14 0.173 0.962 -3.363
H15 -2.548 2.250 -2.085
H16 -2.018 0.377 -1.895
H17 -1.775 1.385 -4.859
H18 -3.604 1.435 -4.123
H19 -2.612 -1.040 -5.238
H20 -1.814 -1.214 -3.466
H21 -4.908 -0.662 -4.408
H22 -4.297 -0.399 -2.549
H23 -3.383 -2.929 -2.574
H24 -4.596 -3.250 -4.094
H25 -5.658 -1.684 -1.344
H26 -6.678 -2.587 -2.713
H27 -6.773 -4.477 -1.227
H28 -4.869 -4.786 -1.563
H29 -4.897 -2.551 0.538
H30 -4.653 -4.484 0.843
H31 -7.304 -4.651 1.024
H32 -6.536 -3.490 2.413
H33 -7.017 -1.430 0.570
H34 -8.318 -2.694 -0.159
H35 -9.227 -2.965 2.408
H36 -8.436 -1.245 2.794
H37 -9.812 -1.477 1.407
H38 2.304 -0.513 2.292
H39 3.720 -1.796 2.486
H40 2.523 -1.897 1.031
H41 6.151 -0.869 3.350
H42 4.650 0.266 3.672
H43 6.418 0.997 3.327
C31 -0.670 0.804 3.039
C32 0.135 -0.053 4.003
C33 -0.627 -0.394 5.287
C34 -1.016 0.810 6.154
C35 0.150 1.691 6.610
C36 1.147 0.958 7.493
H44 -0.925 1.774 3.475
H45 -0.091 0.992 2.129
H46 -1.598 0.299 2.751
H47 1.080 0.448 4.239
H48 0.402 -0.988 3.499
H49 -0.023 -1.091 5.879
H50 -1.542 -0.938 5.022
H51 -1.548 0.438 7.039
H52 -1.735 1.432 5.612
H53 -0.256 2.539 7.174
H54 0.668 2.119 5.745
H55 0.658 0.562 8.388
H56 1.940 1.641 7.813
H57 1.622 0.126 6.962
C37 -6.290 2.340 11.194
C38 -5.442 1.532 10.223
C39 -4.093 2.187 9.914
C40 -4.174 3.556 9.227
C41 -4.937 3.577 7.900
C42 -4.300 2.708 6.827
H58 -6.546 3.322 10.787
H59 -7.227 1.814 11.403
H60 -5.764 2.485 12.143
H61 -6.005 1.358 9.301
H62 -5.256 0.545 10.661
H63 -3.504 1.502 9.294
H64 -3.532 2.303 10.849
H65 -3.152 3.915 9.054
H66 -4.635 4.279 9.908
H67 -4.971 4.611 7.535
H68 -5.978 3.272 8.051
H69 -3.273 3.027 6.626
H70 -4.867 2.784 5.894
H71 -4.284 1.653 7.119
C43 5.310 1.042 -8.874
C44 4.737 2.204 -8.076
C45 4.130 3.299 -8.958
C46 5.116 3.998 -9.902
C47 6.316 4.659 -9.221
C48 5.925 5.777 -8.268
H72 6.131 1.362 -9.522
H73 5.702 0.278 -8.196
H74 4.537 0.580 -9.497
H75 5.511 2.620 -7.425
H76 3.953 1.818 -7.413
H77 3.652 4.044 -8.312
H78 3.324 2.863 -9.561
H79 4.566 4.758 -10.471
H80 5.484 3.278 -10.641
H81 6.969 5.076 -9.997
H82 6.913 3.913 -8.687
H83 5.366 6.559 -8.793
H84 6.820 6.234 -7.834
H85 5.309 5.408 -7.442

The value obtained for the frontier orbital gap is 7.3 eV. Its SMILES is C=CC1=CC(=O)c2c([PH2]=O)c(CCCCCCCCCCCCCCC)c(N(C)C(C)=O)c(I)c2C1=O.CCCCCC.CCCCCC.CCCCCC.

***

no.,F_max (eV/A)
1,5.61
2,5.16
3,8.81